ORCA calculation (ωB97M-V/def2-TZVPD) on a molecular structure, C20H31CdCl4F3O22S in a non-equilibrium geometry.

Its LUMO energy is -5.659 eV. Its HOMO-LUMO gap is 0.143 Ha. The calculation puts the molecular weight at 966.73 g mol⁻¹. For the HOMO energy, the calculation gives -9.54 eV. The value obtained for the total energy is -139919.8472 eV.

The geometry in ORCA input format:
```
! RIJCOSX wB97M-V def2-TZVPD def2/J DEFGRID3
* xyz 0 1
Cd 0.3366 5.3609 2.1430
S 0.7158 1.7021 0.1906
O 1.4802 0.6403 0.8588
O 1.3999 2.9826 0.1448
O 0.0663 1.2813 -1.0306
O -0.3427 2.2415 1.0695
C 4.4538 2.5521 6.9237
O 4.2660 3.8124 7.5381
C 3.2364 4.5967 6.9433
O 2.5733 4.2979 5.9402
O 2.9368 5.6628 7.6208
C 3.8194 6.2522 8.5582
H 4.7811 1.8139 7.6559
H 5.1793 2.6265 6.1137
H 3.5367 2.1758 6.4705
H 3.4749 7.2505 8.8280
H 4.8456 6.2986 8.1937
H 3.7368 5.6494 9.4626
C -0.3797 6.4465 -4.1510
O -0.7628 7.7926 -3.8350
C -1.2280 8.1645 -2.6482
O -1.1929 7.4970 -1.6625
O -1.7649 9.5216 -2.7402
C -1.5644 10.3575 -3.9818
H -0.1387 6.3290 -5.2075
H -1.1503 5.7345 -3.8553
H 0.5593 6.2172 -3.6471
H -2.1384 11.2774 -3.8699
H -2.0008 9.7992 -4.8100
H -0.5131 10.5591 -4.1871
C 4.8517 -10.2455 0.8632
O 4.9652 -8.9026 0.4110
C 4.7379 -7.7957 1.1800
O 4.2027 -7.7544 2.2755
O 5.2649 -6.6785 0.5496
C 5.2810 -5.3737 1.2061
H 5.7272 -10.7780 0.4915
H 3.9500 -10.5783 0.3492
H 4.8599 -10.3677 1.9463
H 4.4015 -5.2386 1.8356
H 5.1440 -4.6295 0.4216
H 6.2092 -5.3172 1.7750
C -2.1064 -5.7499 0.1913
C -1.5775 -4.9984 -1.0336
O -2.5084 -5.1252 -1.9978
C -3.5429 -5.9385 -1.5202
O -4.6161 -6.1740 -2.0416
O -3.1961 -6.4680 -0.3798
F -0.4923 -5.6202 -1.4859
H -2.3796 -4.9916 0.9250
H -1.3311 -6.4677 0.4594
H -1.3245 -3.9730 -0.7641
C -6.1121 0.8172 0.3392
C -6.2888 -0.6766 0.1283
O -7.6048 -0.8718 -0.3082
C -8.2540 0.3034 -0.3325
O -9.4724 0.4219 -0.3838
O -7.4634 1.2801 0.2492
F -6.0620 -1.2757 1.3157
H -5.4889 1.2627 -0.4362
H -5.5956 1.0101 1.2795
H -5.4843 -1.0593 -0.4997
C -1.4691 -1.8104 -6.6894
C -2.4241 -0.6509 -6.5787
O -3.7240 -1.2275 -6.8152
C -3.5937 -2.3836 -7.3898
O -4.5123 -3.0085 -7.9446
O -2.2568 -2.7953 -7.3702
F -2.2660 0.1230 -7.6879
H -1.2435 -2.1953 -5.6949
H -0.6531 -1.6035 -7.3817
H -2.2630 -0.0411 -5.6898
C -1.4540 -0.6824 6.0929
Cl -2.9905 -0.7891 6.8287
Cl -0.7018 -2.3531 5.9865
H -1.5829 -0.3078 5.0775
H -0.7598 -0.0680 6.6662
C 4.8719 0.0987 -3.3905
Cl 6.5472 -0.4580 -3.4618
Cl 4.6968 1.2513 -4.6146
H 4.1186 -0.6768 -3.5287
H 4.7446 0.6385 -2.4521
*
```

***

ORCA calculation (ωB97M-V/def2-TZVPD) on a molecular structure, C20H31CoF4N8O2 in a non-equilibrium geometry.

Its LUMO energy (alpha / beta) is -2.196 / -2.196 eV. Its HOMO-LUMO gap (alpha / beta) is 0.260 / 0.263 Ha. The calculation puts the molecular weight at 550.45 g mol⁻¹. For the HOMO energy (alpha / beta), the calculation gives -9.26 / -9.36 eV. The value obtained for the total energy is -85753.0692 eV.

The geometry in ORCA input format:
```
! RIJCOSX wB97M-V def2-TZVPD def2/J DEFGRID3
* xyz 1 4
Co 0.4753 -0.2825 -0.9435
C 0.1677 1.5785 -3.5241
N 0.3826 0.1676 -3.2042
C -0.6849 -0.6285 -3.8058
C 1.6921 -0.2386 -3.7365
C 2.2667 -1.4466 -2.9980
N 2.0797 -1.2366 -1.5821
C 2.8699 -1.8435 -0.6926
C 2.8676 -1.3495 0.6381
F 2.0182 -0.3129 0.9029
C 3.6519 -1.8725 1.6373
F 3.5821 -1.3614 2.8794
C 4.5155 -2.9283 1.3871
C 4.5126 -3.4728 0.1119
F 5.2832 -4.5416 -0.1322
C 3.7161 -2.9661 -0.8998
F 3.6989 -3.6130 -2.0905
H 0.2303 1.7557 -4.6061
H 0.9159 2.1912 -3.0243
H -0.8178 1.8851 -3.1814
H -0.6817 -0.5366 -4.9007
H -1.6474 -0.2782 -3.4365
H -0.5562 -1.6752 -3.5410
H 2.3863 0.5898 -3.5916
H 1.6206 -0.4558 -4.8114
H 3.3312 -1.5296 -3.2531
H 1.7713 -2.3662 -3.3422
H 5.1631 -3.3179 2.1515
N -1.7394 0.2166 -0.4803
C -1.9399 1.6577 -0.3227
C -2.9856 2.0330 0.7416
C -2.7543 1.5546 2.1831
C -1.4931 2.1285 2.8458
N -1.3843 3.5550 2.6378
C -2.0746 4.5027 3.2266
N -2.0372 5.7346 2.7034
N -2.8235 4.2844 4.3197
C -0.5541 2.3680 -0.1401
O -0.5776 3.5606 0.2173
O 0.4548 1.7032 -0.4215
H -2.4529 -0.1829 -1.0788
H -1.8306 -0.2386 0.4230
H -2.3045 2.0626 -1.2769
H -3.9569 1.6419 0.4243
H -3.0597 3.1209 0.7368
H -2.6981 0.4652 2.2327
H -3.6353 1.8546 2.7582
H -0.6020 1.6893 2.3920
H -1.4831 1.8785 3.9103
H -0.9782 3.7533 1.6790
H -1.4797 5.9043 1.8830
H -2.4817 6.5187 3.1474
H -2.7691 3.4060 4.8037
H -3.2406 5.0573 4.8072
C 0.1766 -4.1208 -1.0848
C -0.0774 -3.3586 0.1571
N -0.1538 -2.0485 0.2834
C -0.4059 -1.8029 1.6082
C -0.4920 -2.9796 2.2837
N -0.2870 -3.9555 1.3516
H 0.8800 -3.5826 -1.7094
H -0.7419 -4.2587 -1.6538
H 0.5857 -5.1007 -0.8546
H -0.4640 -0.8072 2.0033
H -0.6719 -3.1835 3.3179
H -0.2780 -4.9455 1.5343
*
```

***

ORCA calculation (ωB97M-V/def2-TZVPD) on a molecular structure, C20H31FeN4O3S in a non-equilibrium geometry.

Its LUMO energy (alpha / beta) is -6.248 / -5.691 eV. Its HOMO-LUMO gap (alpha / beta) is 0.279 / 0.299 Ha. The calculation puts the molecular weight at 463.40 g mol⁻¹. For the HOMO energy (alpha / beta), the calculation gives -13.83 / -13.81 eV. The value obtained for the total energy is -78553.5691 eV.

The geometry in ORCA input format:
```
! RIJCOSX wB97M-V def2-TZVPD def2/J DEFGRID3
* xyz 2 2
Fe -0.5717 0.4546 1.1729
C -2.0355 -4.6908 0.1753
C -1.9229 -3.8146 -1.0617
N -0.5888 -3.2067 -1.2062
C 0.4401 -4.0154 -1.9084
C 1.4387 -4.6670 -0.9661
C -0.2745 -2.0292 -0.7055
S -1.5419 -1.1546 0.1406
N 0.9827 -1.6017 -0.9444
C 1.5194 -0.5101 -0.4770
O 0.9716 0.3668 0.3127
C 2.9096 -0.1948 -0.8740
C 3.5942 -1.0567 -1.7312
C 4.8996 -0.7762 -2.0955
C 5.5270 0.3618 -1.6070
C 4.8507 1.2236 -0.7528
C 3.5458 0.9468 -0.3852
H -3.0494 -5.0821 0.2540
H -1.8171 -4.1211 1.0792
H -1.3532 -5.5382 0.1261
H -2.6694 -3.0236 -1.0499
H -2.0934 -4.3960 -1.9658
H 0.9448 -3.3673 -2.6208
H -0.1079 -4.7702 -2.4679
H 1.9464 -3.9224 -0.3554
H 2.1907 -5.1959 -1.5517
H 0.9586 -5.3905 -0.3085
H 3.0969 -1.9408 -2.1035
H 5.4304 -1.4469 -2.7574
H 6.5489 0.5768 -1.8901
H 5.3461 2.1054 -0.3695
H 3.0218 1.6077 0.2911
C 0.0615 -0.7198 5.1331
O 0.1416 -1.0094 3.6862
C -0.2573 -0.0891 2.9039
O -0.7236 1.0317 3.1481
H 0.4600 -1.6050 5.6108
H -0.9799 -0.5588 5.3937
H 0.6669 0.1559 5.3456
C -2.1298 3.4354 -1.6831
C -1.5101 2.1426 -1.1125
N -1.4242 2.2223 0.3627
C -0.5731 3.3700 0.7473
C -1.1732 4.6882 0.2139
N -2.4355 4.3482 -0.5279
C -3.4243 3.6976 0.3973
C -2.7800 2.4008 0.9317
H -3.0647 3.2555 -2.2094
H -1.4532 3.9689 -2.3474
H -0.5055 1.9881 -1.5038
H -2.1050 1.2709 -1.3750
H 0.4227 3.2075 0.3367
H -0.4932 3.3923 1.8330
H -0.5131 5.1952 -0.4866
H -1.4381 5.3827 1.0082
H -2.8438 5.2100 -0.8896
H -4.3299 3.5103 -0.1757
H -3.6524 4.4105 1.1867
H -3.3840 1.5359 0.6591
H -2.6969 2.4310 2.0168
*
```

***

ORCA calculation (ωB97M-V/def2-TZVPD) on C20H31N3O3 in the gas phase.

Its LUMO energy is 0.337 eV. Its HOMO-LUMO gap is 0.338 Ha. The calculation puts the molecular weight at 361.49 g mol⁻¹. Its structure (SMILES) is CCOC(=O)c1cc(NC(=O)N(C(C)C)C2CCCCC2)c(C)nc1C. For the HOMO energy, the calculation gives -8.85 eV. The value obtained for the total energy is -31858.0120 eV. The value obtained for the energy above the lowest of the compared OMol25 structures with the same formula, charge and spin is 16.39 kJ/mol.

The geometry in ORCA input format:
```
! RIJCOSX wB97M-V def2-TZVPD def2/J DEFGRID3
* xyz 0 1
C -6.0240 -0.2475 -2.3627
C -5.0840 -1.1709 -1.6007
H -4.7766 -2.0176 -2.2182
H -5.5682 -1.5310 -0.6867
O -3.8699 -0.5095 -1.2507
C -3.8921 0.2497 -0.1413
O -4.8669 0.3560 0.5628
C -2.5849 0.9020 0.0983
C -1.5862 0.8439 -0.8712
C -0.3578 1.4509 -0.6482
C -0.1987 2.1857 0.5383
N -1.1477 2.2168 1.4594
C -2.3023 1.5917 1.2909
C -3.2613 1.6908 2.4271
H -3.5655 0.7005 2.7590
H -2.7896 2.2295 3.2437
H -4.1634 2.2115 2.1130
C 1.0205 3.0039 0.8116
H 1.3657 3.4955 -0.0956
H 0.7867 3.7446 1.5711
H 1.8325 2.3779 1.1762
N 0.6518 1.3469 -1.6256
C 2.0242 1.1954 -1.4229
O 2.7902 1.8455 -2.1109
N 2.4229 0.2740 -0.5039
C 3.8602 0.1339 -0.2403
C 4.4468 1.4278 0.3232
H 3.9579 1.6994 1.2564
H 5.5070 1.2901 0.5192
H 4.3264 2.2343 -0.3932
C 4.6410 -0.3142 -1.4772
H 4.5941 0.4565 -2.2397
H 5.6806 -0.4855 -1.2092
H 4.2299 -1.2349 -1.8826
H 3.9503 -0.6389 0.5280
C 1.5355 -0.7589 0.0148
C 1.4165 -0.7277 1.5423
C 0.3576 -1.7294 1.9954
C 0.7072 -3.1357 1.5192
C 0.8568 -3.1632 0.0013
C 1.9236 -2.1685 -0.4505
H 2.8865 -2.4642 -0.0318
H 2.0053 -2.1798 -1.5392
H 1.1288 -4.1679 -0.3285
H -0.0992 -2.9063 -0.4610
H 1.6451 -3.4521 1.9815
H -0.0705 -3.8365 1.8284
H 0.2784 -1.7120 3.0840
H -0.6125 -1.4351 1.5867
H 2.3739 -0.9789 2.0027
H 1.1336 0.2724 1.8724
H 0.5443 -0.5662 -0.3955
H 0.4689 1.8548 -2.4818
H -1.7649 0.3213 -1.7987
H -5.5292 0.1489 -3.2463
H -6.3273 0.5798 -1.7257
H -6.9083 -0.7995 -2.6676
*
```

***

ORCA calculation (ωB97M-V/def2-TZVPD) on C20H31N3O4S in the gas phase in a non-equilibrium geometry.

Its LUMO energy is 0.481 eV. Its HOMO-LUMO gap is 0.340 Ha. The calculation puts the molecular weight at 409.55 g mol⁻¹. Its structure (SMILES) is CCOC(=O)Cc1csc(NC(=O)[C@H](NC(=O)[C@H]2CC[C@H](C)CC2)C(C)C)n1. For the HOMO energy, the calculation gives -8.77 eV. The value obtained for the total energy is -44741.2856 eV. The value obtained for the energy above the lowest of the compared OMol25 structures with the same formula, charge and spin is 5.54 kJ/mol.

The geometry in ORCA input format:
```
! RIJCOSX wB97M-V def2-TZVPD def2/J DEFGRID3
* xyz 0 1
C -1.4220 -3.1570 -2.8417
C -1.9175 -1.9048 -2.1350
H -1.2993 -1.6652 -1.2675
H -2.9623 -2.0234 -1.8333
O -1.8169 -0.7653 -3.0022
C -2.8876 -0.4016 -3.6867
O -3.9555 -0.9533 -3.6696
C -2.6036 0.8758 -4.4752
C -2.8426 2.0214 -3.5481
C -3.8917 2.8843 -3.5831
S -3.7886 4.0292 -2.2964
C -2.2997 3.2251 -1.7923
N -1.9611 2.2336 -2.5321
N -1.6307 3.6978 -0.6986
C -0.5990 3.1428 0.0227
O -0.1913 3.7254 1.0039
C -0.0156 1.8315 -0.4575
N 0.6492 1.2104 0.6648
C 0.4112 -0.0562 1.0622
O -0.2967 -0.8215 0.4350
C 1.1344 -0.4699 2.3342
C 0.1086 -0.9775 3.3513
C 0.7985 -1.4988 4.6069
C 1.7833 -2.6185 4.2698
C 2.4687 -3.1399 5.5294
H 1.7339 -3.5189 6.2361
H 3.1576 -3.9456 5.2853
H 3.0307 -2.3440 6.0142
C 2.8106 -2.1031 3.2618
C 2.1289 -1.5863 1.9997
H 1.5856 -2.3974 1.5110
H 2.8786 -1.2126 1.2974
H 3.5051 -2.9039 2.9989
H 3.3896 -1.2968 3.7197
H 1.2270 -3.4413 3.8071
H 0.0472 -1.8662 5.3091
H 1.3369 -0.6811 5.0931
H -0.4726 -1.7755 2.8853
H -0.5792 -0.1692 3.6116
H 1.6744 0.3839 2.7558
H 1.1248 1.8556 1.2792
H -0.8090 1.1605 -0.8007
C 0.9600 2.0773 -1.6374
C 1.3059 0.7435 -2.2902
H 2.0008 0.8965 -3.1128
H 0.4054 0.2702 -2.6705
H 1.7664 0.0754 -1.5664
C 2.2174 2.8069 -1.1710
H 2.8217 3.0898 -2.0296
H 2.8171 2.1620 -0.5328
H 1.9655 3.7086 -0.6172
H 0.4334 2.6974 -2.3676
H -1.9900 4.5596 -0.3010
H -4.7058 2.9202 -4.2766
H -3.2757 0.9307 -5.3293
H -1.5607 0.8735 -4.7899
H -2.0492 -3.3796 -3.7026
H -1.4575 -3.9964 -2.1538
H -0.3971 -3.0180 -3.1770
*
```

***

ORCA calculation (ωB97M-V/def2-TZVPD) on C20H31N3O5S in the gas phase in a non-equilibrium geometry.

Its LUMO energy is 0.623 eV. Its HOMO-LUMO gap is 0.313 Ha. The calculation puts the molecular weight at 425.55 g mol⁻¹. Its structure (SMILES) is COC[C@@H](C)NC(=O)c1cc(S(=O)(=O)N2CCCCC2)ccc1N1CCOCC1. For the HOMO energy, the calculation gives -7.90 eV. The value obtained for the total energy is -46785.6144 eV. The value obtained for the energy above the lowest of the compared OMol25 structures with the same formula, charge and spin is 192.81 kJ/mol.

The geometry in ORCA input format:
```
! RIJCOSX wB97M-V def2-TZVPD def2/J DEFGRID3
* xyz 0 1
C -5.4313 -1.4310 -1.5961
H -5.8410 -0.4269 -1.5062
O -4.3167 -1.4867 -0.7426
C -3.6919 -2.7486 -0.7147
C -2.5760 -2.7195 0.3341
N -1.6765 -1.6254 0.0447
C -1.3560 -0.6734 0.9456
O -1.7212 -0.7030 2.1043
C -0.4417 0.3584 0.3456
C 0.8184 -0.1093 0.0014
C 1.7287 0.6962 -0.6503
C 1.3903 1.9958 -0.9832
C 0.1469 2.4789 -0.6459
C -0.8071 1.6875 0.0268
N -2.0335 2.2251 0.2956
C -2.8525 1.9437 1.4540
H -2.3477 1.2620 2.1323
C -4.2038 1.3713 1.0212
O -4.8559 2.2571 0.1280
C -4.0545 2.5093 -0.9980
H -4.6221 3.1927 -1.6329
C -2.7017 3.1312 -0.6101
H -2.1133 3.2820 -1.5138
H -2.8768 4.0980 -0.1199
H -3.8678 1.5701 -1.5428
H -4.8682 1.2628 1.8788
H -4.0610 0.3939 0.5423
H -3.0290 2.8967 1.9734
H -0.0981 3.5028 -0.8810
H 2.1140 2.6085 -1.4976
S 3.3054 -0.0044 -1.0859
O 4.0567 0.9728 -1.8299
O 3.0867 -1.2835 -1.7018
N 3.9357 -0.2962 0.4407
C 4.8801 -1.3907 0.5280
C 6.2750 -0.9787 0.0599
C 6.7504 0.2297 0.8634
C 5.7474 1.3704 0.7064
C 4.3566 0.9016 1.1354
H 3.6081 1.6699 0.9293
H 4.3438 0.6815 2.2090
H 5.7012 1.6728 -0.3405
H 6.0438 2.2309 1.3088
H 7.7359 0.5479 0.5185
H 6.8330 -0.0445 1.9190
H 6.2213 -0.7151 -0.9983
H 6.9648 -1.8163 0.1767
H 4.4809 -2.1923 -0.0942
H 4.9084 -1.7236 1.5715
H 1.1038 -1.1256 0.2259
H -1.3229 -1.5480 -0.8964
C -1.8231 -4.0471 0.3777
H -1.0483 -4.0027 1.1378
H -2.5024 -4.8598 0.6190
H -1.3575 -4.2529 -0.5839
H -3.0084 -2.4954 1.3149
H -3.2717 -2.9846 -1.7068
H -4.4205 -3.5317 -0.4581
H -5.1447 -1.6216 -2.6380
H -6.1926 -2.1629 -1.3014
*
```

***

Question: Look up the molecular weight of the second one.
Answer: 550.45 g mol⁻¹